(1)
ORCA calculation (ωB97M-V with the def2-TZVPD basis set) on a molecular structure, C33H70F3N8O9SV in a non-equilibrium geometry.

Atoms and positions in Å:
V 25.726 4.085 4.808
S 25.557 6.810 4.278
F 23.603 8.563 4.433
F 23.528 7.134 6.075
F 25.024 8.689 6.023
O 26.970 4.165 3.002
O 25.550 2.924 2.977
O 24.186 2.694 5.517
O 23.024 2.805 7.312
O 26.423 6.112 5.239
O 24.844 5.572 3.775
O 26.192 7.616 3.233
O 26.713 3.097 1.169
O 24.340 4.396 6.518
N 23.306 0.232 2.852
N 27.639 0.846 -2.551
N 23.805 6.946 -1.363
N 26.447 3.392 2.303
N 27.270 3.224 6.070
N 23.725 3.314 6.479
N 29.546 -0.492 3.412
N 29.579 6.197 0.280
C 22.344 0.446 1.700
C 27.622 2.179 8.410
C 24.406 6.022 -0.480
C 29.316 4.591 5.168
C 30.075 4.808 0.465
C 21.654 0.487 4.794
C 22.869 -0.261 4.155
C 28.956 8.266 1.553
C 28.414 4.093 6.401
C 26.871 0.857 5.269
C 23.530 4.939 -2.234
C 28.674 5.693 -1.950
C 24.281 4.738 -1.027
C 26.544 1.326 -3.400
C 23.230 6.263 -2.437
C 30.630 0.193 3.924
C 26.711 2.886 7.433
C 27.787 2.026 5.376
C 29.053 0.169 2.322
C 28.339 6.145 -0.518
C 27.037 2.181 -4.607
C 30.618 1.461 3.328
C 29.732 1.423 -1.317
C 26.406 -1.308 -2.209
C 28.349 1.895 -1.803
C 31.454 4.708 1.184
C 27.124 -0.087 -1.579
C 29.695 1.438 2.248
C 24.326 7.830 5.277
C 22.953 1.015 0.381
C 29.259 6.751 1.600
C 24.352 -1.799 1.955
C 24.504 -0.382 2.425
H 27.516 3.057 -4.170
H 22.665 6.648 -3.272
H 21.846 1.509 5.120
H 27.901 -0.528 -0.955
H 23.658 1.832 0.534
H 29.104 3.668 7.130
H 29.068 4.681 -2.052
H 27.098 0.309 4.354
H 21.627 1.224 1.963
H 26.816 0.227 6.156
H 22.145 1.503 -0.164
H 23.252 0.203 -0.281
H 30.263 2.236 -0.822
H 29.816 8.785 1.128
H 26.018 2.067 7.240
H 30.288 1.026 -2.166
H 26.245 3.736 7.931
H 29.477 6.340 -2.303
H 25.823 1.862 -2.782
H 26.143 2.502 -5.142
H 28.131 2.178 4.353
H 26.248 -1.972 -1.359
H 25.022 0.308 1.759
H 23.522 -1.884 1.254
H 24.914 6.241 0.447
H 28.201 1.366 7.973
H 23.374 4.101 -2.898
H 25.308 -2.001 1.473
H 20.737 0.582 4.212
H 28.263 -0.241 1.711
H 29.782 3.693 4.761
H 32.218 5.001 0.463
H 27.684 1.697 -5.338
H 26.468 0.355 -0.828
H 30.107 5.240 5.546
H 30.261 4.285 -0.473
H 25.856 1.074 4.935
H 28.656 1.612 5.887
H 27.750 2.300 -0.988
H 28.466 6.180 2.081
H 23.789 7.955 -1.307
H 25.401 -1.041 -2.534
H 31.215 -0.369 4.637
H 29.272 -1.424 3.690
H 23.652 -0.278 4.913
H 29.721 0.730 -0.476
H 26.014 0.529 -3.921
H 28.084 8.474 0.933
H 21.702 -0.434 1.669
H 28.768 8.580 2.580
H 28.087 5.059 6.786
H 31.309 2.269 3.521
H 28.245 2.922 8.909
H 27.019 -1.833 -2.942
H 27.091 1.603 9.168
H 29.327 4.296 1.071
H 22.464 -1.267 4.047
H 24.830 3.879 -0.671
H 31.600 5.258 2.114
H 28.863 5.170 4.363
H 25.180 -0.516 3.270
H 27.666 5.749 -2.359
H 27.645 5.435 -0.069
H 24.198 -2.510 2.767
H 27.901 7.130 -0.679
H 31.665 3.649 1.330
H 28.503 2.711 -2.509
H 21.352 0.025 5.734
H 29.431 2.205 1.535
H 30.076 6.686 2.319

Atoms 1-6, force components in eV/Å:
-0.86 -0.03 -0.57
0.71 -1.66 -2.99
-0.05 -0.55 -0.10
0.55 -0.13 -0.68
0.27 -0.38 0.01
7.19 7.14 3.35

Results
- 2S+1: 3
- LUMO energy (alpha / beta): -1.25 / -0.37 eV
- DFT total energy: -4056.0349 Ha


(2)
ORCA calculation (ωB97M-V with the def2-TZVPD basis set) on a molecular structure, C5H9NS in a non-equilibrium geometry.

Atoms and positions in Å:
S -1.394 1.104 -1.172
N -2.075 0.370 0.207
C 2.635 1.043 -0.297
C -1.314 -1.887 1.141
C 1.617 1.825 -0.753
C -0.687 -0.584 -1.008
C -1.314 -0.780 0.121
H 3.101 1.387 0.598
H 0.189 -0.990 -1.455
H -2.339 0.789 1.113
H 1.111 1.552 -1.688
H 1.236 2.716 -0.243
H 3.003 0.076 -0.720
H -1.269 -1.441 2.084
H -2.091 -2.639 0.965
H -0.410 -2.541 1.107

Atoms 1-6, force components in eV/Å:
0.39 -0.97 -0.21
-1.71 -0.07 2.08
-1.46 0.82 -0.67
1.02 -1.15 -1.91
1.33 -1.61 -0.41
1.22 1.70 -1.99

Results
- LUMO energy: 0.70 eV
- DFT total energy: -648.7298 Ha
- Energy above the lowest of the compared OMol25 structures with the same formula, charge and spin: 77.41 kcal per mole


(3)
ORCA calculation (ωB97M-V with the def2-TZVPD basis set) on 2 unconnected molecules or ions with the total composition C4H6FOP in a non-equilibrium geometry.

Atoms and positions in Å:
P -1.975 0.676 -0.056
F -1.244 -2.339 0.154
O -3.156 1.445 0.260
C -0.962 0.708 -1.489
C -0.527 0.285 1.158
C 0.272 0.160 -1.087
C 0.468 -0.166 0.165
H 1.101 -0.114 -1.679
H -0.388 1.436 1.328
H -1.289 1.068 -2.426
H -0.861 -0.328 1.989
H -0.448 -1.738 0.222
H 1.408 -0.783 0.450

Atoms 1-6, force components in eV/Å:
3.47 -0.57 -1.73
1.74 1.18 0.30
-1.56 0.64 0.47
-1.59 0.37 2.73
-1.44 2.13 -1.43
-0.14 0.00 -1.95

Results
- LUMO energy: -0.59 eV
- DFT total energy: -672.4050 Ha
- Energy above the lowest of the compared OMol25 structures with the same formula, charge and spin: 65.93 kcal per mole